# 1
{
  "formula": "C23H57N3O15",
  "method": "the ωB97M-V functional and the def2-TZVPD basis",
  "elements": ["C", "O", "H", "H", "H", "H", "C", "O", "H", "H", "H", "H", "C", "O", "H", "H", "H", "H", "C", "O", "H", "H", "H", "H", "C", "O", "H", "H", "H", "H", "C", "O", "H", "H", "H", "H", "C", "C", "C", "O", "C", "O", "O", "H", "H", "H", "H", "H", "H", "C", "C", "C", "O", "C", "O", "O", "H", "H", "H", "H", "H", "H", "C", "O", "N", "C", "C", "H", "H", "H", "H", "H", "H", "H", "C", "O", "N", "C", "C", "H", "H", "H", "H", "H", "H", "H", "C", "O", "N", "C", "C", "H", "H", "H", "H", "H", "H", "H"],
  "coordinates": [[4.101, 1.346, 4.399], [3.154, 1.365, 3.351], [4.210, 0.285, 4.625], [5.091, 1.738, 4.167], [3.797, 1.913, 5.279], [2.511, 0.684, 3.564], [-3.541, -1.514, 0.134], [-3.241, -2.054, 1.396], [-3.004, -2.010, -0.674], [-4.589, -1.755, -0.045], [-3.356, -0.441, 0.178], [-3.013, -2.972, 1.234], [1.211, -2.106, 4.766], [1.576, -0.808, 4.286], [1.718, -2.453, 5.666], [0.124, -2.144, 4.829], [1.335, -2.790, 3.926], [1.470, -0.200, 5.021], [-1.914, -0.144, 4.057], [-3.020, 0.167, 3.225], [-2.209, -0.925, 4.757], [-1.101, -0.475, 3.410], [-1.553, 0.629, 4.735], [-3.046, -0.480, 2.515], [2.676, -2.339, -4.065], [3.323, -2.567, -2.832], [1.689, -2.793, -3.973], [2.511, -1.263, -4.115], [3.191, -2.627, -4.982], [2.833, -2.254, -2.069], [-2.174, 1.594, -4.338], [-2.362, 0.947, -3.106], [-3.117, 1.827, -4.833], [-1.605, 2.522, -4.285], [-1.622, 0.944, -5.016], [-2.870, 0.136, -3.179], [-6.710, 1.824, 1.913], [-5.709, 2.955, 1.382], [-4.244, 2.446, 1.203], [-3.896, 2.814, -0.146], [-4.986, 3.013, -0.810], [-5.012, 3.111, -2.032], [-6.015, 3.183, 0.037], [-6.326, 0.807, 1.833], [-7.616, 1.914, 1.313], [-6.988, 2.100, 2.930], [-5.665, 3.840, 2.018], [-4.189, 1.365, 1.332], [-3.562, 2.940, 1.894], [2.358, -3.993, 0.572], [1.053, -4.753, 0.305], [1.210, -5.957, -0.593], [0.469, -6.933, 0.027], [0.299, -6.705, 1.290], [-0.202, -7.437, 2.118], [0.663, -5.423, 1.505], [2.166, -3.126, 1.204], [2.795, -3.454, -0.269], [3.129, -4.586, 1.063], [0.252, -4.066, 0.033], [2.254, -6.269, -0.601], [0.764, -5.604, -1.523], [6.908, 0.364, -0.638], [7.937, 0.079, -0.046], [6.025, -0.479, -1.252], [4.833, 0.097, -1.886], [6.298, -1.907, -1.499], [6.602, 1.420, -0.705], [4.677, -0.301, -2.888], [4.859, 1.172, -2.062], [4.013, -0.135, -1.207], [7.243, -2.181, -1.030], [5.485, -2.458, -1.026], [6.409, -2.294, -2.512], [0.033, -1.074, -1.146], [0.796, -2.060, -1.172], [0.189, -0.070, -0.232], [-0.816, 1.029, -0.078], [1.222, -0.058, 0.870], [-0.768, -0.797, -1.849], [-1.568, 1.047, -0.867], [-0.340, 2.010, -0.052], [-1.332, 0.939, 0.877], [0.757, -0.441, 1.778], [2.112, -0.597, 0.542], [1.441, 0.982, 1.109], [-0.255, 6.101, -2.882], [0.703, 6.035, -2.085], [-1.405, 5.407, -2.713], [-2.516, 5.434, -3.695], [-1.547, 4.357, -1.727], [-0.294, 6.780, -3.748], [-3.403, 5.198, -3.107], [-2.491, 4.754, -4.547], [-2.711, 6.447, -4.048], [-0.561, 3.974, -1.466], [-2.007, 4.754, -0.822], [-2.005, 3.485, -2.195]],
  "de_lowest_kcal_mol": 0.00,
  "s_squared": 0.78,
  "total_charge": 1,
  "energy_ev": -59945.4229,
  "homo_lumo_gap_ev": [7.35, 2.30],
  "multiplicity": 2,
  "lumo_ev": [-3.4995, -8.5469]
}

# 2
{
  "formula": "C23H57NO9",
  "method": "the ωB97M-V functional and the def2-TZVPD basis",
  "elements": ["C", "C", "C", "O", "C", "O", "C", "O", "N", "C", "C", "C", "O", "H", "H", "H", "H", "H", "H", "H", "H", "H", "H", "H", "H", "H", "H", "H", "H", "H", "C", "C", "C", "O", "H", "H", "H", "H", "H", "H", "H", "H", "C", "C", "C", "O", "H", "H", "H", "H", "H", "H", "H", "H", "C", "C", "C", "O", "H", "H", "H", "H", "H", "H", "H", "H", "C", "C", "C", "O", "H", "H", "H", "H", "H", "H", "H", "H", "C", "C", "C", "O", "H", "H", "H", "H", "H", "H", "H", "H"],
  "coordinates": [[7.983, 0.264, 1.092], [8.060, -1.238, 0.794], [6.839, -1.785, 0.048], [6.189, -2.746, 0.884], [5.051, -3.311, 0.336], [3.928, -2.736, 1.019], [2.760, -2.759, 0.331], [2.561, -3.481, -0.621], [1.874, -1.862, 0.862], [0.447, -2.144, 0.747], [-0.380, -0.862, 0.653], [-1.857, -1.169, 0.854], [-0.125, -0.198, -0.584], [8.665, 0.540, 1.902], [8.272, 0.851, 0.213], [6.970, 0.561, 1.380], [8.954, -1.433, 0.191], [8.164, -1.809, 1.721], [6.133, -0.972, -0.178], [7.133, -2.267, -0.892], [4.954, -3.108, -0.736], [5.062, -4.393, 0.505], [2.162, -1.547, 1.778], [0.299, -2.732, -0.163], [0.105, -2.748, 1.598], [-0.031, -0.174, 1.431], [-2.458, -0.306, 0.554], [-2.165, -2.042, 0.262], [-2.057, -1.367, 1.911], [-0.738, -0.539, -1.246], [2.114, -5.341, 3.734], [2.220, -6.437, 2.683], [3.603, -7.069, 2.667], [1.874, -5.935, 1.397], [2.831, -4.543, 3.514], [1.113, -4.908, 3.733], [2.328, -5.723, 4.733], [1.473, -7.207, 2.888], [4.357, -6.313, 2.426], [3.656, -7.852, 1.910], [3.855, -7.501, 3.636], [2.508, -5.244, 1.172], [-0.302, 3.817, -2.068], [0.979, 3.546, -2.835], [0.715, 2.716, -4.082], [1.948, 2.914, -2.001], [-0.741, 2.871, -1.737], [-0.100, 4.418, -1.180], [-1.038, 4.329, -2.689], [1.439, 4.493, -3.124], [0.290, 1.747, -3.802], [1.641, 2.535, -4.627], [0.005, 3.216, -4.742], [1.577, 2.073, -1.704], [-2.557, -0.513, 6.060], [-1.240, -0.492, 5.301], [-0.170, 0.301, 6.035], [-1.425, 0.009, 3.976], [-2.940, 0.505, 6.179], [-3.303, -1.093, 5.517], [-2.433, -0.946, 7.053], [-0.892, -1.517, 5.156], [-0.486, 1.341, 6.153], [0.765, 0.294, 5.475], [0.015, -0.111, 7.027], [-1.733, 0.919, 4.044], [-4.487, 4.189, -6.001], [-3.339, 3.328, -5.496], [-3.626, 1.844, -5.663], [-3.037, 3.632, -4.138], [-5.397, 3.969, -5.433], [-4.258, 5.247, -5.874], [-4.693, 3.999, -7.055], [-2.430, 3.585, -6.045], [-4.508, 1.565, -5.080], [-2.784, 1.252, -5.304], [-3.811, 1.591, -6.708], [-3.817, 3.414, -3.610], [-7.713, 3.480, -1.053], [-6.226, 3.468, -1.366], [-5.667, 4.865, -1.563], [-5.959, 2.663, -2.518], [-8.268, 3.938, -1.877], [-8.085, 2.464, -0.918], [-7.920, 4.051, -0.148], [-5.689, 2.972, -0.555], [-6.158, 5.350, -2.412], [-4.598, 4.822, -1.775], [-5.819, 5.492, -0.684], [-6.428, 3.059, -3.262]],
  "total_charge": 0,
  "energy_ev": -44693.2143,
  "homo_lumo_gap_ev": 10.17,
  "lumo_ev": 0.5149
}

# 3
{
  "formula": "C23H58BN9O6S",
  "method": "the ωB97M-V functional and the def2-TZVPD basis",
  "elements": ["N", "C", "N", "N", "C", "B", "C", "C", "C", "S", "H", "H", "H", "H", "H", "H", "H", "H", "H", "H", "H", "H", "H", "H", "H", "H", "C", "N", "C", "C", "O", "H", "H", "H", "H", "H", "H", "H", "C", "N", "C", "C", "O", "H", "H", "H", "H", "H", "H", "H", "C", "N", "C", "C", "O", "H", "H", "H", "H", "H", "H", "H", "C", "N", "C", "C", "O", "H", "H", "H", "H", "H", "H", "H", "C", "N", "C", "C", "O", "H", "H", "H", "H", "H", "H", "H", "C", "N", "C", "C", "O", "H", "H", "H", "H", "H", "H", "H"],
  "coordinates": [[7.241, -4.952, 2.257], [6.015, -4.701, 1.481], [5.443, -5.944, 0.944], [6.439, -3.905, 0.329], [4.950, -3.992, 2.372], [3.831, -3.177, 1.554], [2.720, -3.805, 0.591], [2.157, -5.182, 1.027], [1.279, -5.145, 2.309], [-0.209, -4.094, 2.044], [7.988, -5.165, 1.608], [7.110, -5.740, 2.879], [5.564, -6.719, 1.574], [5.792, -6.153, 0.020], [6.548, -2.942, 0.615], [5.774, -3.992, -0.427], [4.519, -4.724, 3.086], [5.510, -3.267, 2.996], [3.809, -1.998, 1.701], [1.896, -3.077, 0.466], [3.181, -3.899, -0.416], [1.494, -5.530, 0.208], [2.919, -5.967, 1.151], [0.929, -6.177, 2.486], [1.864, -4.861, 3.198], [-1.264, -4.946, 2.266], [0.407, 1.831, -0.545], [1.446, 0.818, -0.527], [2.433, 0.636, 0.384], [2.496, 1.587, 1.551], [3.235, -0.278, 0.245], [-0.565, 1.332, -0.533], [0.499, 2.402, -1.471], [0.474, 2.506, 0.300], [1.467, 0.145, -1.275], [3.334, 1.313, 2.187], [2.647, 2.609, 1.199], [1.579, 1.528, 2.138], [-2.703, 5.867, -2.507], [-2.099, 5.217, -1.359], [-0.844, 5.372, -0.868], [0.076, 6.333, -1.575], [-0.490, 4.741, 0.120], [-3.586, 6.418, -2.178], [-3.014, 5.103, -3.222], [-2.014, 6.551, -2.991], [-2.656, 4.559, -0.836], [1.036, 6.344, -1.065], [0.235, 6.015, -2.606], [-0.340, 7.341, -1.555], [-1.858, 5.156, 4.571], [-3.055, 5.949, 4.363], [-3.433, 6.622, 3.246], [-2.520, 6.559, 2.052], [-4.485, 7.247, 3.227], [-2.148, 4.135, 4.825], [-1.294, 5.578, 5.405], [-1.228, 5.138, 3.687], [-3.712, 6.032, 5.122], [-2.953, 7.138, 1.240], [-1.545, 6.982, 2.298], [-2.404, 5.527, 1.719], [-9.839, 6.450, 2.244], [-9.073, 5.566, 1.388], [-7.721, 5.420, 1.323], [-6.875, 6.268, 2.237], [-7.231, 4.621, 0.537], [-10.513, 5.852, 2.861], [-10.437, 7.118, 1.619], [-9.197, 7.043, 2.887], [-9.572, 4.968, 0.749], [-5.836, 6.040, 2.068], [-7.035, 7.326, 2.029], [-7.112, 6.052, 3.280], [0.170, -1.992, -4.922], [0.693, -0.694, -4.534], [0.099, 0.523, -4.645], [-1.282, 0.578, -5.244], [0.683, 1.527, -4.265], [0.135, -2.638, -4.043], [0.841, -2.439, -5.658], [-0.825, -1.914, -5.348], [1.614, -0.653, -4.127], [-1.619, 1.611, -5.264], [-1.268, 0.197, -6.266], [-1.981, -0.004, -4.640], [3.057, -9.405, -1.108], [2.982, -8.167, -1.859], [2.156, -7.856, -2.893], [1.176, -8.906, -3.348], [2.221, -6.757, -3.421], [2.863, -9.192, -0.055], [4.064, -9.816, -1.201], [2.339, -10.136, -1.464], [3.608, -7.417, -1.608], [0.592, -8.511, -4.174], [1.707, -9.796, -3.691], [0.497, -9.169, -2.535]],
  "de_lowest_kcal_mol": 11.47,
  "total_charge": 0,
  "energy_ev": -62000.9880,
  "homo_lumo_gap_ev": 9.21,
  "lumo_ev": 0.5327
}

# 4
{
  "formula": "C23H59N25O11",
  "method": "the ωB97M-V functional and the def2-TZVPD basis",
  "elements": ["C", "O", "N", "N", "H", "H", "H", "H", "C", "O", "N", "N", "H", "H", "H", "H", "C", "O", "N", "N", "H", "H", "H", "H", "C", "O", "N", "N", "H", "H", "H", "H", "C", "O", "N", "N", "H", "H", "H", "H", "C", "O", "N", "N", "H", "H", "H", "H", "C", "O", "N", "N", "H", "H", "H", "H", "C", "O", "N", "N", "H", "H", "H", "H", "C", "O", "N", "N", "H", "H", "H", "H", "C", "O", "N", "N", "H", "H", "H", "H", "C", "O", "N", "N", "H", "H", "H", "H", "N", "C", "C", "C", "C", "H", "H", "H", "H", "H", "N", "C", "C", "C", "C", "H", "H", "H", "H", "H", "N", "C", "C", "C", "C", "H", "H", "H", "H", "H"],
  "coordinates": [[0.490, 4.332, -2.476], [0.027, 5.019, -1.559], [1.220, 4.875, -3.512], [0.364, 2.892, -2.525], [1.095, 5.812, -3.668], [1.511, 4.259, -4.262], [1.034, 2.288, -2.969], [-0.015, 2.578, -1.686], [4.170, -2.749, -4.293], [4.103, -2.618, -5.500], [5.059, -3.602, -3.579], [3.405, -2.075, -3.448], [5.419, -3.259, -2.725], [5.669, -4.279, -4.056], [2.915, -1.345, -3.860], [3.851, -1.851, -2.553], [-1.149, 0.648, 5.010], [-2.085, 1.002, 4.270], [-0.156, 1.479, 5.403], [-1.147, -0.648, 5.523], [0.662, 0.967, 5.689], [-0.060, 2.189, 4.699], [-0.544, -1.103, 6.210], [-2.052, -1.149, 5.539], [3.314, 1.303, -2.512], [2.193, 0.721, -2.504], [3.722, 2.258, -3.394], [4.139, 1.077, -1.429], [3.144, 2.315, -4.271], [4.679, 2.403, -3.532], [5.059, 1.461, -1.291], [3.924, 0.187, -0.960], [5.010, -2.311, 0.372], [5.013, -1.812, -0.757], [4.004, -3.145, 0.734], [6.021, -2.094, 1.278], [3.689, -3.475, 1.659], [3.228, -3.137, 0.054], [6.660, -1.428, 0.846], [5.952, -2.370, 2.257], [-2.497, 0.257, -4.232], [-2.320, 0.479, -5.435], [-2.934, -0.994, -3.864], [-2.090, 1.202, -3.344], [-3.456, -1.582, -4.470], [-2.973, -1.168, -2.869], [-1.732, 0.861, -2.444], [-1.468, 1.860, -3.809], [-0.633, 3.018, 1.946], [0.218, 2.306, 2.433], [-0.461, 3.672, 0.792], [-1.839, 3.192, 2.526], [-1.228, 4.245, 0.456], [0.455, 3.886, 0.381], [-2.522, 3.683, 2.041], [-2.184, 2.460, 3.139], [1.045, 2.423, -5.634], [2.129, 2.985, -5.614], [0.864, 1.129, -5.287], [0.001, 3.081, -6.042], [1.467, 0.740, -4.620], [0.051, 0.647, -5.578], [-0.915, 2.666, -5.954], [0.109, 4.060, -6.004], [2.106, -5.120, -1.763], [1.211, -5.843, -1.361], [3.091, -5.594, -2.540], [2.120, -3.669, -1.597], [3.331, -6.584, -2.564], [3.785, -4.925, -2.832], [1.250, -3.447, -1.217], [2.366, -3.181, -2.426], [2.410, -0.817, 4.172], [2.390, -0.165, 5.175], [2.788, -2.139, 4.265], [2.373, -0.411, 2.836], [2.976, -2.347, 5.254], [2.264, -2.873, 3.766], [2.526, -1.078, 2.104], [1.811, 0.464, 2.603], [0.124, -3.551, 2.226], [1.251, -3.986, 2.498], [-0.563, -3.921, 1.096], [-0.688, -2.905, 3.081], [-1.072, -3.276, 0.540], [-0.020, -4.503, 0.445], [-1.585, -2.522, 2.739], [-0.389, -2.271, 3.792], [-0.568, 0.056, 0.885], [-1.906, -0.301, 0.985], [-2.267, -1.088, -0.085], [-1.056, -1.188, -0.924], [-0.081, -0.422, -0.329], [-0.043, 0.804, 1.350], [-2.401, 0.177, 1.785], [-3.174, -1.676, -0.246], [-0.885, -1.839, -1.802], [0.912, -0.232, -0.617], [-3.702, 4.124, -1.394], [-2.915, 5.194, -1.032], [-3.307, 5.590, 0.244], [-4.371, 4.668, 0.601], [-4.569, 3.755, -0.400], [-3.522, 3.539, -2.212], [-2.125, 5.663, -1.635], [-2.894, 6.488, 0.798], [-4.947, 4.630, 1.524], [-5.201, 2.926, -0.558], [-7.798, -1.411, 5.464], [-6.632, -1.056, 4.818], [-5.586, -1.547, 5.537], [-6.150, -2.350, 6.567], [-7.504, -2.184, 6.562], [-8.726, -1.071, 5.334], [-6.675, -0.401, 3.949], [-4.494, -1.492, 5.233], [-5.594, -2.826, 7.386], [-8.301, -2.594, 7.192]],
  "de_lowest_kcal_mol": 0.00,
  "total_charge": 0,
  "energy_ev": -84594.8769,
  "homo_lumo_gap_ev": 8.79,
  "lumo_ev": 0.3194
}